No. 1
Density functional theory data (ωB97M-V with the def2-TZVPD basis set) for a molecular structure, C34H27ClMnN2O2S.

Charge = -2
HOMO energy (alpha / beta) = -1.5 / -1.1 eV
2S+1 = 2
Gap between HOMO and LUMO (alpha / beta) = 6.09 / 5.63 eV

XYZ file:
```
68
Properties=species:S:1:pos:R:3:forces:R:3
Mn 0.722 -0.236 1.079 -0.68 0.01 0.48
O 0.325 1.669 1.323 -0.03 0.06 0.27
C 0.834 2.758 0.687 0.06 -0.30 -0.24
C 0.707 2.576 -0.857 0.12 0.00 0.52
C 1.427 1.356 -1.342 -0.84 -0.77 0.33
C 2.623 1.474 -2.018 0.68 -0.29 -0.61
C 3.189 0.349 -2.611 -0.81 -0.02 0.43
C 2.496 -0.854 -2.515 0.67 0.42 -0.48
C 1.337 -0.928 -1.770 -0.78 0.67 0.64
C 0.547 -2.196 -1.684 0.08 -0.30 0.49
C 0.539 -2.857 -0.252 0.13 0.29 -0.15
O -0.004 -1.979 0.630 -0.18 -0.26 0.10
C -0.263 -4.162 -0.369 -0.22 -0.09 -0.02
C 0.142 -5.184 -1.231 -0.11 0.20 0.06
C -0.562 -6.369 -1.299 -0.05 -0.22 -0.16
C -1.681 -6.566 -0.505 -0.11 -0.03 0.09
C -2.073 -5.564 0.372 -0.13 -0.28 -0.12
C -1.372 -4.374 0.442 0.15 0.34 -0.03
C 1.900 -3.339 0.258 0.29 0.05 -0.09
C 2.991 -3.610 -0.553 -0.16 -0.03 0.10
C 4.173 -4.081 -0.008 0.24 -0.13 -0.13
C 4.276 -4.317 1.350 0.22 -0.03 0.01
C 3.194 -4.042 2.171 -0.08 -0.07 0.01
C 2.024 -3.549 1.630 -0.15 -0.09 0.04
N 0.809 0.160 -1.139 1.33 0.12 -1.05
C 0.096 4.018 1.146 -0.34 0.25 -0.27
C -0.038 4.222 2.517 -0.06 -0.07 0.00
C -0.697 5.328 3.013 -0.13 0.21 -0.05
C -1.246 6.266 2.142 0.01 -0.03 0.07
C -1.115 6.075 0.778 -0.20 0.38 0.09
C -0.447 4.971 0.282 0.23 -0.40 0.21
C 2.291 3.018 1.091 0.12 -0.01 0.10
C 3.112 3.913 0.418 -0.09 -0.06 0.05
C 4.398 4.160 0.864 0.28 0.21 -0.11
C 4.883 3.517 1.992 0.17 0.01 0.03
C 4.060 2.641 2.680 0.14 0.15 0.05
C 2.775 2.401 2.239 -0.19 -0.03 0.05
H 1.099 3.447 -1.383 -0.07 -0.02 -0.14
H -0.362 2.461 -1.064 0.12 0.06 -0.02
H 3.103 2.441 -2.105 -0.06 -0.01 0.04
H 4.115 0.415 -3.165 0.09 0.00 0.00
H 2.860 -1.726 -3.041 -0.01 -0.08 0.08
H 0.882 -2.906 -2.442 0.06 0.06 -0.11
H -0.506 -1.963 -1.866 0.11 -0.06 -0.01
H 1.026 -5.064 -1.842 0.07 0.05 0.00
H -0.238 -7.150 -1.979 0.02 -0.03 -0.01
H -2.237 -7.494 -0.567 -0.01 -0.02 0.03
H -2.938 -5.712 1.005 -0.06 0.01 0.09
H -1.666 -3.596 1.134 0.04 0.12 0.06
H 2.937 -3.431 -1.615 -0.01 0.01 -0.15
H 5.024 -4.258 -0.654 0.06 -0.03 -0.03
H 5.201 -4.695 1.771 0.04 0.02 0.00
H 3.273 -4.204 3.238 -0.04 0.04 0.05
H 1.191 -3.296 2.270 -0.07 0.07 0.00
H 0.370 3.483 3.190 0.01 -0.13 0.03
H -0.798 5.465 4.083 0.01 -0.02 0.04
H -1.779 7.128 2.523 0.00 0.03 0.03
H -1.544 6.792 0.087 -0.01 0.04 -0.01
H -0.365 4.856 -0.787 0.02 -0.08 -0.12
H 2.747 4.439 -0.455 -0.04 0.04 -0.05
H 5.022 4.868 0.326 0.03 -0.06 0.02
H 5.898 3.685 2.333 0.00 0.06 -0.03
H 4.424 2.134 3.561 0.04 -0.10 0.09
H 2.131 1.725 2.786 -0.01 -0.04 -0.17
Cl 3.081 -0.495 1.066 -0.04 0.15 -0.04
S 0.070 -0.677 3.604 1.12 0.78 -0.42
C -1.223 -1.666 3.428 -0.58 -0.45 0.20
N -2.149 -2.365 3.413 -0.38 -0.30 -0.15
```
Forces are in eV/Å.

Partial charges, Mulliken, in e:
1 Mn 0.69
2 O -1.07
3 C 2.14
4 C -1.24
5 C 0.43
6 C -0.54
7 C -1.05
8 C -0.43
9 C 0.82
10 C -1.63
11 C 2.15
12 O -1.05
13 C 0.05
14 C -0.16
15 C -0.98
16 C -0.36
17 C -0.80
18 C -0.45
19 C 0.32
20 C 0.26
21 C -1.14
22 C -0.45
23 C -0.96
24 C -0.19
25 N -0.42
26 C -0.20
27 C -0.39
28 C -0.71
29 C -0.39
30 C -0.82
31 C -0.24
32 C -0.13
33 C -0.09
34 C -0.91
35 C -0.44
36 C -0.93
37 C -0.20
38 H 0.73
39 H 0.57
40 H 0.34
41 H 0.36
42 H 0.32
43 H 0.46
44 H 0.55
45 H 0.26
46 H 0.36
47 H 0.35
48 H 0.44
49 H 0.34
50 H 0.29
51 H 0.34
52 H 0.34
53 H 0.40
54 H 0.37
55 H 0.42
56 H 0.38
57 H 0.36
58 H 0.37
59 H 0.34
60 H 0.43
61 H 0.38
62 H 0.35
63 H 0.40
64 H 0.51
65 Cl -0.56
66 S -0.53
67 C 0.61
68 N -0.81

=====

No. 2
Density functional theory data (ωB97M-V with the def2-TZVPD basis set) for a gas-phase ion, C8H12NOS (charge +1).

Relative energy (zero: lowest compared OMol25 entry of this formula, charge and spin) = 257.6 kJ/mol
Charge = +1
HOMO energy = -10.8 eV
2S+1 = 1
Gap between HOMO and LUMO = 7.24 eV
SMILES = C[C@@]1(O)C[C@@]12C=CS/C2=C\[NH3+]

XYZ file:
```
23
Properties=species:S:1:pos:R:3:forces:R:3
C 0.593 1.480 -0.640 -1.15 0.76 -0.57
C -0.194 1.746 -1.700 0.98 0.08 0.99
C 0.220 0.385 0.260 -1.19 -0.92 -1.30
C -1.252 -0.078 -0.079 3.83 4.00 -3.80
C 0.892 0.073 1.540 2.54 1.33 -1.66
C -2.288 -0.544 0.531 -2.01 -1.75 1.72
C 1.699 -0.611 0.486 -1.88 2.04 0.49
C 3.031 -0.208 0.002 0.44 1.03 -0.71
N -3.698 -0.526 -0.023 1.45 -5.78 -1.36
O 1.498 -1.903 0.336 0.25 -2.29 -2.40
S -1.601 0.698 -1.755 0.04 -0.49 0.90
H 1.371 2.231 -0.573 0.58 -0.67 0.81
H 0.120 2.599 -2.324 -1.06 -0.84 -0.19
H 1.380 0.948 2.001 -0.47 -0.79 0.46
H 0.472 -0.725 2.031 -1.37 -1.04 2.06
H -2.201 -1.179 1.393 -0.30 0.08 0.45
H 3.663 -1.071 0.228 0.24 0.37 -0.05
H 3.316 0.638 0.591 0.72 0.53 0.26
H 3.160 0.096 -1.064 -0.43 -0.47 0.62
H -4.331 -0.996 0.654 0.19 1.23 -0.22
H -3.766 -1.290 -0.858 0.36 2.10 1.94
H -4.006 0.293 -0.462 -0.66 2.17 -0.31
H 1.922 -2.054 -0.574 -1.11 -0.66 1.87
```
Forces are in eV/Å.

Partial charges, Mulliken, in e:
1 C -0.56
2 C -0.35
3 C 0.68
4 C -0.14
5 C -0.98
6 C -0.26
7 C 0.95
8 C -1.74
9 N -0.38
10 O -0.54
11 S -0.29
12 H 0.39
13 H 0.39
14 H 0.27
15 H 0.38
16 H 0.34
17 H 0.52
18 H 0.38
19 H 0.38
20 H 0.40
21 H 0.41
22 H 0.34
23 H 0.40

=====

No. 3
Density functional theory data (ωB97M-V with the def2-TZVPD basis set) for a single C2H9N3O2S molecule.

Relative energy (zero: lowest compared OMol25 entry of this formula, charge and spin) = 119.3 kJ/mol
HOMO energy = -9.2 eV
2S+1 = 1
Gap between HOMO and LUMO = 10.02 eV
SMILES = CN(CN)S(N)(=O)=O

XYZ file:
```
17
Properties=species:S:1:pos:R:3:forces:R:3
C 1.141 0.778 0.984 -2.80 4.54 -1.17
C -1.166 -0.222 1.350 0.18 1.39 -3.69
N -1.320 -1.396 0.655 -1.66 -1.37 -0.77
N 0.912 -0.685 -1.556 -1.38 0.89 0.15
N -0.244 0.878 0.367 0.89 -1.12 0.43
O -1.277 0.288 -1.876 -1.29 0.55 -0.26
O 0.710 1.820 -1.823 -0.68 0.30 0.53
S -0.063 0.736 -1.288 1.72 -1.84 1.45
H 1.804 1.179 0.245 0.79 0.75 0.00
H 0.922 1.535 1.775 1.55 -1.27 0.22
H 1.433 -0.189 1.105 0.61 -2.76 1.35
H -2.039 0.412 1.422 -0.33 -0.45 0.40
H -0.640 -0.412 2.256 0.76 0.66 0.56
H -2.044 -1.397 -0.122 1.90 -0.01 1.30
H -0.444 -1.911 0.497 -0.99 0.35 -0.25
H 0.384 -0.899 -2.434 1.79 -0.58 0.54
H 1.932 -0.516 -1.556 -1.07 -0.03 -0.76
```
Forces are in eV/Å.

Partial charges, Mulliken, in e:
1 C -1.29
2 C -0.55
3 N -0.46
4 N -0.58
5 N -0.09
6 O -0.67
7 O -0.60
8 S 1.07
9 H 0.52
10 H 0.41
11 H 0.40
12 H 0.31
13 H 0.41
14 H 0.28
15 H 0.28
16 H 0.28
17 H 0.28

=====

No. 4
Density functional theory data (ωB97M-V with the def2-TZVPD basis set) for 2 unconnected molecules or ions with the total composition C2H9N4O.

Relative energy (zero: lowest compared OMol25 entry of this formula, charge and spin) = 682.4 kJ/mol
Charge = +1
HOMO energy (alpha / beta) = -12.6 / -12.6 eV
2S+1 = 1
Gap between HOMO and LUMO (alpha / beta) = 8.11 / 8.11 eV

XYZ file:
```
16
Properties=species:S:1:pos:R:3:forces:R:3
C 1.907 -0.026 0.615 2.55 -2.68 -1.05
C -0.413 -0.482 0.549 -1.21 -2.08 0.03
N -1.721 -1.902 0.085 0.48 3.57 -2.54
N -0.780 1.289 -0.908 0.85 -2.17 -0.54
N -1.051 0.733 0.327 -1.82 0.55 1.19
N 0.810 -0.492 -0.287 -0.78 -0.25 -0.19
O -2.299 -1.351 -0.805 0.74 -1.93 2.26
H 1.491 0.827 1.068 0.42 1.35 0.59
H 2.203 -0.811 1.341 -1.11 0.38 0.01
H 2.908 -0.023 0.086 -1.38 1.17 0.06
H -0.192 -0.699 1.578 -0.03 -0.08 0.36
H -0.871 2.240 -0.924 0.07 3.06 0.32
H -1.372 0.911 -1.592 -1.12 -0.51 -1.35
H -2.052 0.843 0.629 1.54 -0.48 -0.19
H 0.476 0.341 -0.979 0.76 -0.78 0.49
H 0.957 -1.398 -0.783 0.03 0.88 0.57
```
Forces are in eV/Å.

Partial charges, Mulliken, in e:
1 C -0.88
2 C -0.30
3 N 0.06
4 N -0.49
5 N -0.15
6 N -0.18
7 O -0.17
8 H 0.40
9 H 0.35
10 H 0.32
11 H 0.39
12 H 0.21
13 H 0.24
14 H 0.30
15 H 0.59
16 H 0.33

=====

No. 5
Density functional theory data (ωB97M-V with the def2-TZVPD basis set) for a single C3H3FO3S molecule.

Relative energy (zero: lowest compared OMol25 entry of this formula, charge and spin) = 512.4 kJ/mol
HOMO energy (alpha / beta) = -9.4 / -9.4 eV
2S+1 = 1
Gap between HOMO and LUMO (alpha / beta) = 8.08 / 8.08 eV
SMILES = CC(=O)[S@@]1(=O)=C(F)O1

XYZ file:
```
11
Properties=species:S:1:pos:R:3:forces:R:3
C 0.755 0.227 -1.313 1.72 1.23 -1.24
C 2.850 2.772 -0.323 -0.58 2.40 -2.65
C -0.095 0.042 -0.188 0.60 -0.07 3.59
O 2.755 0.212 0.577 0.39 -0.94 1.56
O 1.547 2.273 -0.357 0.18 1.49 1.05
O 0.736 0.159 -2.471 -0.80 -0.61 -1.00
F 2.946 3.461 -1.563 0.24 -0.44 1.79
S 2.525 0.966 -0.615 0.02 -2.34 -0.89
H -1.057 -0.405 -0.511 0.34 0.81 0.50
H 0.010 1.060 0.483 -1.05 -2.62 -1.77
H 0.482 -0.717 0.476 -1.05 1.08 -0.94
```
Forces are in eV/Å.

Partial charges, Mulliken, in e:
1 C 0.72
2 C 0.07
3 C -0.96
4 O -0.55
5 O -0.26
6 O -0.39
7 F -0.21
8 S 0.55
9 H 0.33
10 H 0.36
11 H 0.33

=====

No. 6
Density functional theory data (ωB97M-V with the def2-TZVPD basis set) for 2 unconnected molecules or ions with the total composition CH4OS.

Relative energy (zero: lowest compared OMol25 entry of this formula, charge and spin) = 302.2 kJ/mol
HOMO energy (alpha / beta) = -9.9 / -8.5 eV
2S+1 = 1
Gap between HOMO and LUMO (alpha / beta) = 9.52 / 7.91 eV

XYZ file:
```
7
Properties=species:S:1:pos:R:3:forces:R:3
C -0.367 0.338 -0.386 3.13 2.03 1.94
O 1.576 -0.912 0.007 -0.29 3.09 -0.45
S -1.679 -0.601 0.002 -1.10 -0.63 -2.64
H 0.031 1.048 0.407 -0.56 -1.40 -0.79
H -0.299 0.900 -1.312 -0.10 -0.98 -0.45
H 2.215 -0.106 0.038 -1.55 -2.00 -0.10
H -1.477 -0.667 1.246 0.47 -0.10 2.50
```
Forces are in eV/Å.

Partial charges, Mulliken, in e:
1 C -0.31
2 O -0.63
3 S -0.05
4 H 0.24
5 H 0.32
6 H 0.28
7 H 0.14

=====

Question: The highest 2S+1 belongs to which entry?
Answer: C34H27ClMnN2O2S